Run a
Here is a cluster of 2 separate species, C3H10NO in total from OMol25. Energies are from wB97M-V/def2-TZVPD.

```
15
Properties=species:S:1:pos:R:3:lowdin_charge:R:1
C -1.37062 -0.26112 0.52226 0.03
C 0.95272 -0.47261 1.06506 0.04
C 0.32957 0.56228 -1.05381 -0.24
N -0.05971 0.39335 0.38268 -0.15
O 0.20627 -0.50324 -1.82577 0.06
H -2.08823 0.46400 0.37464 0.09
H -1.32197 -1.24095 0.00337 0.14
H -1.38371 -0.47610 1.53619 0.08
H 1.15660 -1.26208 0.41284 0.10
H 1.87757 -0.03628 1.01030 0.09
H 0.69954 -0.64193 2.02883 0.09
H -0.86859 1.70022 -1.53176 0.23
H 1.08896 1.30817 -1.32210 0.13
H 0.03936 1.20932 0.94141 0.18
H 0.74222 -0.74302 -2.54412 0.12
```

Values from the calculation:
HOMO level ... -14.26 eV
Total charge ... +1

Run b
Here is a cluster of 2 separate species, C3H10NO in total from OMol25. Energies are from wB97M-V/def2-TZVPD.

```
15
Properties=species:S:1:pos:R:3:lowdin_charge:R:1
C 0.15517 2.08238 -1.67952 -0.09
O -0.60314 0.87460 -1.37641 -0.16
H -0.12275 2.62111 -2.57281 0.09
H 1.22167 1.87298 -1.69888 0.08
H -0.06433 2.75216 -0.83219 0.09
H -1.42896 1.01569 -1.83812 0.10
C -0.39523 -1.05062 1.16075 -0.11
C -0.08818 -2.16419 1.80181 0.07
N 0.77768 -0.32631 0.56025 0.18
H -1.30607 -0.50517 0.99488 0.12
H -0.80828 -2.91804 2.11196 0.09
H 0.86776 -2.37578 2.27263 0.09
H 1.54290 -0.98783 0.46468 0.16
H 1.11592 0.45697 1.12470 0.17
H 0.47786 -0.07611 -0.41020 0.11
```

Values from the calculation:
HOMO level ... -15.12 eV
Total charge ... +1

Tell me which of them is the least stable. Sure, it is run a.